Record 1
ORCA calculation (ωB97M-V with the def2-TZVPD basis set) on a molecular structure, C4H38O16V in a non-equilibrium geometry.

Calculated values
2S+1 ... 4
Electronic energy ... -2322.219680 hartree
Relative energy (zero: lowest compared OMol25 entry of this formula, charge and spin) ... 2183.6 kJ/mol
Kohn-Sham gap (alpha / beta) ... 4.26 / 8.43 eV
E_LUMO (alpha / beta) ... -0.671 / -0.712 eV

Atoms and positions in Å:
V -2.29 0.47 1.60
C -3.74 2.47 -1.46
C -2.94 1.28 -0.86
O -2.39 1.41 0.43
H -3.02 3.24 -1.74
H -4.31 2.97 -0.67
H -4.43 2.27 -2.28
H -2.11 0.99 -1.50
H -3.59 0.40 -0.80
C -0.12 -0.05 -0.68
C 0.15 -0.20 0.81
O -0.68 0.47 1.72
H -1.05 -0.46 -1.07
H 0.66 -0.49 -1.31
H -0.17 1.01 -0.91
H 1.21 -0.04 1.03
H 0.07 -1.28 0.95
O 0.11 -0.17 -2.91
H -0.36 0.10 -3.70
H 0.67 0.58 -2.71
O -0.46 -3.18 0.60
H -0.01 -2.35 0.71
H -1.19 -2.99 0.02
O 1.50 1.48 -2.16
H 2.27 1.74 -2.65
H 1.29 2.24 -1.61
O -1.74 -2.04 -0.56
H -2.63 -2.04 -0.90
H -1.20 -1.76 -1.31
O 2.21 1.95 2.13
H 1.91 1.05 2.31
H 2.72 2.19 2.90
O -0.67 -1.69 3.60
H -0.11 -1.47 2.86
H -0.08 -2.10 4.23
O 3.46 -0.06 2.00
H 3.58 0.88 2.11
H 3.12 -0.16 1.11
O 2.99 0.97 0.09
H 2.17 1.27 0.48
H 2.74 0.63 -0.77
O 2.39 -0.72 -2.25
H 1.64 -0.13 -2.34
H 2.39 -0.97 -1.33
O -0.36 2.58 0.73
H -0.18 1.74 1.17
H 0.35 2.67 0.10
O 0.78 0.16 3.17
H 0.16 0.41 2.49
H 1.42 -0.40 2.72
O -0.49 -2.14 -2.43
H -1.33 -2.20 -2.87
H -0.09 -1.35 -2.80
O 2.65 -1.38 0.33
H 2.05 -1.60 1.04
H 3.18 -2.16 0.21
O -2.58 -1.09 1.24
H -3.47 -1.38 1.08
H -2.05 -1.57 0.59

Charges per atom according to natural (NBO) partitioning, unit e: 0.809, -0.642, -0.062, -0.619, 0.211, 0.228, 0.217, 0.152, 0.132, -0.661, -0.134, -0.720, 0.202, 0.229, 0.209, 0.194, 0.122, -0.927, 0.497, 0.478, -0.947, 0.394, 0.460, -0.918, 0.525, 0.520, -0.897, 0.482, 0.498, -0.997, 0.487, 0.482, -0.929, 0.449, 0.469, -1.019, 0.468, 0.480, -0.937, 0.481, 0.470, -0.955, 0.438, 0.481, -0.913, 0.458, 0.413, -0.938, 0.436, 0.429, -0.908, 0.447, 0.469, -0.934, 0.490, 0.511, -0.824, 0.481, 0.481

Record 2
ORCA calculation (ωB97M-V with the def2-TZVPD basis set) on a molecular structure, C4H3AlO5 in a non-equilibrium geometry.

Calculated values
2S+1 ... 1
Electronic energy ... -772.008499 hartree
Total charge ... +2
Relative energy (zero: lowest compared OMol25 entry of this formula, charge and spin) ... 0.0 kJ/mol
Kohn-Sham gap (alpha / beta) ... 7.81 / 4.39 eV
E_LUMO (alpha / beta) ... -12.376 / -14.555 eV

Atoms and positions in Å:
O -3.36 -1.05 -0.17
C -2.28 -1.17 0.13
C -0.01 -0.07 -1.53
C 1.08 0.93 -1.21
O 1.94 0.41 -0.20
C 1.47 0.36 1.07
O 0.30 -0.20 1.11
O 2.02 0.98 1.94
O -1.19 0.24 -1.70
H 0.34 -1.09 -1.81
H 0.62 1.88 -0.89
H 1.70 1.06 -2.10
Al -0.54 -1.60 1.16

Charges per atom according to natural (NBO) partitioning, unit e: -0.187, 0.397, 0.396, -0.173, -0.348, 0.958, -0.986, -0.353, -0.225, 0.265, 0.284, 0.318, 1.653

Record 3
ORCA calculation (ωB97M-V with the def2-TZVPD basis set) on a molecular structure, C4H3B2F14NO6S2V in a non-equilibrium geometry.

Calculated values
2S+1 ... 4
Electronic energy ... -3849.289615 hartree
Total charge ... -2
Relative energy (zero: lowest compared OMol25 entry of this formula, charge and spin) ... 0.0 kJ/mol
Kohn-Sham gap (alpha / beta) ... 7.06 / 9.11 eV
E_LUMO (alpha / beta) ... 5.073 / 5.072 eV

Atoms and positions in Å:
V 10.70 -5.08 2.41
C 14.96 -4.66 3.03
F 14.83 -4.43 1.77
F 15.11 -5.95 3.22
F 16.02 -4.07 3.51
S 13.40 -4.06 4.01
O 12.93 -5.17 4.80
O 13.88 -2.95 4.80
N 12.22 -3.69 2.78
S 12.52 -2.24 2.14
O 13.90 -1.79 2.26
O 11.96 -2.14 0.81
C 11.54 -0.99 3.19
F 11.77 0.24 2.75
F 10.25 -1.26 3.11
F 11.90 -1.06 4.46
C 8.21 -6.59 5.41
C 9.16 -6.07 4.36
O 9.22 -6.61 3.21
O 9.90 -5.09 4.55
H 8.39 -6.17 6.40
H 8.33 -7.67 5.53
H 7.18 -6.42 5.10
B 12.42 -6.95 1.16
F 13.16 -8.14 1.04
F 12.30 -6.57 2.54
F 12.94 -5.96 0.37
F 11.06 -7.17 0.86
B 8.99 -3.74 0.84
F 8.99 -3.60 2.26
F 9.06 -2.46 0.28
F 10.16 -4.45 0.51
F 7.89 -4.44 0.37

Charges per atom according to natural (NBO) partitioning, unit e: 1.351, 0.777, -0.287, -0.309, -0.317, 2.143, -0.889, -0.920, -1.207, 2.202, -0.953, -0.898, 0.741, -0.323, -0.302, -0.313, -0.707, 0.761, -0.761, -0.732, 0.210, 0.216, 0.220, 1.333, -0.564, -0.549, -0.540, -0.553, 1.335, -0.534, -0.556, -0.526, -0.548